47
Properties=species:S:1:pos:R:3:forces:R:3 method="wB97M-V/def2-TZVPD" mol_weight_g_mol=704.91 orbital_gap_ev="4.893 / 6.093" de_lowest_kcal_mol=0.0 e_tot_ev=-124399.2390 total_charge=+3 lumo_ev="-12.5015 / -11.3021"
C -1.360486 -2.934006 -0.663221 -0.019 -0.028 -0.055
C -1.415588 -5.122157 -1.604432 -0.016 -0.032 0.013
H 6.836372 2.670605 2.869165 0.006 -0.011 -0.005
C 4.968596 3.051031 0.008649 0.000 -0.028 -0.003
H -1.636134 0.328287 3.122989 -0.585 -0.619 -0.424
C 0.454734 0.940051 2.040246 -0.202 0.018 0.247
N 2.396459 1.803067 2.271927 -0.127 -0.112 -0.107
N -4.653797 -0.059565 -2.853360 -0.203 0.046 -0.027
O -1.511636 0.653782 4.369910 0.215 0.227 0.187
C -3.456091 0.406857 -3.166569 0.447 -0.181 0.197
H -1.563905 -2.224122 0.124336 0.004 0.016 0.028
N -0.788100 -2.437567 -1.775194 0.048 -0.057 -0.013
H -4.133806 1.733747 -4.581419 0.044 0.007 -0.013
N -3.332658 1.354852 -4.102346 -0.138 0.074 -0.068
H -4.125120 -1.042079 -1.089531 0.017 -0.042 -0.011
H -4.915351 -2.079230 -2.310332 -0.010 -0.033 0.052
Br 0.221779 -2.504706 -4.337495 0.009 0.116 0.030
C -0.391456 1.136139 4.507624 -0.184 0.091 0.649
C 6.080168 3.091001 0.884412 0.030 -0.023 -0.031
H -2.144098 -4.629888 0.365653 -0.001 -0.003 0.003
C 5.963534 2.665741 2.230331 0.008 -0.013 0.057
C 0.594325 1.282818 3.434804 0.048 -0.042 -0.280
O -1.726281 -0.034376 2.092514 0.214 0.383 0.311
H -1.659932 -6.174300 -1.539924 0.006 -0.002 0.000
H -2.427908 1.703941 -4.362991 -0.050 -0.043 0.014
C -4.899294 -1.093477 -1.848967 0.039 0.178 -0.047
C -0.836455 -4.617879 -2.758803 0.007 0.044 -0.016
C 3.643380 2.203615 1.831347 0.032 0.088 -0.010
C 1.836797 1.832573 3.540259 0.112 0.099 -0.007
Pb -0.237564 -0.150657 -2.153451 -0.263 -0.173 -0.093
O -0.052480 1.553418 5.691594 0.166 0.020 -0.134
O -0.707662 -0.022911 0.170523 0.488 0.255 0.028
N 1.514209 1.271630 1.362960 0.065 -0.010 -0.003
H -5.856744 -0.887314 -1.378692 -0.027 -0.074 -0.028
H -5.453111 0.292749 -3.359920 0.054 -0.017 0.031
C 3.770161 2.594897 0.460673 -0.025 0.011 0.036
C -0.546933 -3.269466 -2.788015 -0.026 -0.108 0.021
H -0.618775 -5.244953 -3.611069 0.000 -0.008 0.002
H 7.039993 3.428298 0.512780 -0.001 0.037 0.021
C -1.684869 -4.268221 -0.542830 -0.004 0.029 -0.009
H 5.084883 3.392681 -1.010423 -0.025 0.001 -0.006
C 4.766173 2.224994 2.707700 0.022 -0.010 0.003
Cl 2.534376 2.559496 4.882115 -0.022 -0.012 0.065
H 4.688193 1.847451 3.715299 0.003 0.012 -0.031
C -0.726742 0.263703 1.371799 -0.086 -0.210 -0.435
H 2.893348 2.569383 -0.167492 0.019 0.002 -0.014
O -2.424501 -0.059931 -2.563132 -0.090 0.140 -0.125